(1)
16
Properties=species:S:1:pos:R:3:forces:R:3:lowdin_charge:R:1 method="wB97M-V/def2-TZVPD" fmax_ev_per_a=3.36 e_above_lowest_kcal_mol=149.78 smiles=CC1(O)[C@H]2OCO[C@@H]21 lumo_ev=0.711 charge=0 gap_ev=9.4 homo_energy_ev=-8.65
C 2.55408 0.10723 -0.16387 -1.8 2.8 0.5 -0.132
H 0.43236 -1.31157 -0.51777 0.0 1.9 0.5 0.193
H 0.52857 1.48218 1.08386 -0.3 -1.8 -1.0 0.174
H 3.02224 1.14650 -0.03157 -0.1 -1.7 -0.2 0.156
H -1.69234 -1.79796 0.35382 -1.1 0.3 0.0 0.087
H -2.90662 -0.34959 0.59756 0.4 -1.2 0.0 0.084
H -2.68023 -1.05099 -1.00761 0.6 0.1 -0.1 0.080
H 3.13209 -0.69818 -0.49406 1.6 -1.1 0.5 0.112
O -1.41519 1.45175 -0.16253 2.0 -0.4 -1.1 0.059
C -0.95268 0.16408 -0.06713 -1.7 -0.4 -1.3 -0.294
H -2.19346 1.46792 0.33700 -2.0 0.4 1.1 0.070
O 1.59988 0.24429 -1.22311 -1.1 0.6 -0.7 -0.050
C 0.42373 -0.13865 -0.50916 -1.2 -1.5 -2.4 -0.300
C 0.53574 0.36087 0.80378 0.5 1.3 1.4 -0.178
C -2.17229 -0.88636 -0.05351 2.0 1.6 1.0 0.017
O 1.78413 -0.19153 1.05430 2.2 -0.8 1.7 -0.079

---

(2)
30
Properties=species:S:1:pos:R:3:forces:R:3:mulliken_spin:R:1 method="wB97M-V/def2-TZVPD" s_squared=4.013 fmax_ev_per_a=3.62 e_above_lowest_kcal_mol=0.00 lumo_ev="0.156 / -0.414" multiplicity=4 charge=0 gap_ev="7.3 / 7.8" homo_energy_ev="-7.15 / -8.22"
C 1.98923 2.55799 0.58885 -0.2 -0.3 -0.2 0.005
C 0.26346 0.99189 -1.27750 0.7 3.2 -1.5 -0.159
H -2.09827 -3.45798 -0.44887 0.0 0.0 0.0 0.001
C 1.06854 3.28373 -0.38831 0.1 0.3 -0.1 0.010
C 2.42123 1.16543 0.03952 0.5 0.2 1.8 -0.025
C -0.70263 -3.15554 0.97162 0.1 1.5 0.3 0.020
H 0.80437 -3.31513 2.36845 -0.4 0.0 -0.3 -0.001
H 3.42381 1.20506 -0.43853 -0.7 0.1 -0.4 0.020
H 1.81734 -0.46913 -1.23442 -0.2 0.1 -0.2 0.013
H -1.71915 -4.86837 0.53183 -0.1 0.4 -0.3 -0.001
C 1.43476 0.45897 -0.80973 0.6 -0.3 -0.3 0.319
H 2.65083 0.51155 0.89798 -0.1 0.1 0.0 0.024
Cl -1.22250 -1.85816 -2.16646 0.4 -0.1 -0.6 0.070
H -0.88209 2.39353 0.00505 0.6 0.0 -0.4 0.013
H -0.61027 2.96772 -1.62380 -0.1 -0.4 -0.1 -0.016
H 1.58163 3.65333 -1.29065 0.2 -0.4 0.2 -0.001
H 1.39547 2.40760 1.50436 0.3 -0.1 -0.2 -0.001
C -3.02270 -0.41373 -0.41390 -1.8 1.1 -1.1 -0.491
H 0.70243 4.19870 0.08654 -0.1 -0.1 0.1 0.001
Cl -1.49655 0.63329 1.69103 0.4 0.7 0.6 0.101
H 0.15599 0.86799 -2.36129 -0.6 -0.6 0.2 0.047
N -1.66972 -3.86927 0.37077 0.2 0.0 0.1 -0.003
O -0.52397 -1.91017 0.81148 0.6 -2.8 0.7 0.041
H 2.84956 3.19685 0.85599 -0.2 -0.5 -0.2 -0.001
H -3.65796 -0.81025 -1.24583 0.9 -0.1 0.4 0.010
C -0.12865 2.42451 -0.80449 -0.1 0.3 -0.2 0.000
N 0.06586 -3.80124 1.87579 0.3 -0.4 0.2 0.005
Tc -1.12409 -0.32405 -0.38516 -2.1 -1.8 1.2 2.991
H -0.03437 -4.79275 2.03323 0.1 0.3 0.0 -0.001
H -3.73160 0.12765 0.25644 0.9 -0.4 0.0 0.007

---

(3)
15
Properties=species:S:1:pos:R:3:forces:R:3:lowdin_charge:R:1 method="wB97M-V/def2-TZVPD" fmax_ev_per_a=4.71 e_above_lowest_kcal_mol=67.44 smiles="C=C(SC)N(S)C=O" lumo_ev=0.396 charge=0 gap_ev=9.3 homo_energy_ev=-8.92
O -0.29630 2.20613 0.72376 -3.8 -2.2 -1.8 -0.026
H -2.33990 1.54733 0.03734 2.5 0.4 0.3 0.131
C 2.09597 1.01805 -0.89671 0.1 -0.5 0.8 -0.347
H 2.29209 1.64142 0.04530 0.1 -1.2 -1.5 0.061
H -2.42554 -1.87383 0.06768 0.8 2.6 -1.7 -0.009
C 0.43822 -1.12545 1.87162 -3.9 2.0 0.9 0.009
S 1.71604 -0.80144 -0.43778 -0.6 1.9 -0.3 0.832
H 1.32770 1.56956 -1.48206 0.3 -0.9 0.3 0.035
H 2.96967 0.77807 -1.53637 -0.3 0.9 0.5 0.013
S -1.98245 -0.66886 -0.83570 -1.5 -4.3 0.6 0.763
N -0.88052 0.04838 0.15319 0.2 1.1 1.0 -0.563
H -0.44057 -0.98711 2.60477 1.4 -0.5 -1.2 0.110
C -1.17954 1.41161 0.28069 2.4 1.5 2.6 -0.347
H 1.34880 -1.41397 2.26596 1.6 -0.9 0.5 0.031
C 0.32274 -0.59160 0.66284 0.7 0.0 -0.9 -0.695

---

(4)
21
Properties=species:S:1:pos:R:3:forces:R:3:lowdin_charge:R:1 method="wB97M-V/def2-TZVPD" fmax_ev_per_a=1.74 lumo_ev=-0.239 charge=0 gap_ev=9.9 homo_energy_ev=-10.18
N -22.49856 19.49696 17.14725 0.3 -0.4 -0.4 0.109
O -19.94104 24.26837 14.12553 0.0 0.1 0.2 0.022
C -20.40447 23.20459 13.75943 -0.3 0.1 0.5 -0.686
H -19.13350 22.00242 14.81560 0.3 -0.1 -0.1 0.097
H -20.05642 21.17467 13.56457 0.2 -0.2 0.2 0.084
N -20.22271 19.35607 16.67383 -1.0 -0.3 -0.5 0.146
H -20.51575 19.58243 15.74040 0.3 0.2 0.0 0.066
H -21.98292 22.20637 12.96907 -0.8 0.3 -0.1 0.084
Br -23.34490 22.45774 16.16600 0.2 0.2 0.0 0.623
C -21.22947 19.23074 17.61329 0.1 0.7 0.6 -0.667
H -22.10944 24.00361 13.07486 -0.3 -0.4 -0.3 0.023
H -23.25980 19.53434 17.79622 0.1 -0.2 0.2 0.097
H -19.28096 19.56083 16.93901 0.0 -0.1 0.3 0.098
Br -23.36549 25.09850 17.90668 0.1 -0.1 -0.2 0.563
N -21.61505 23.12635 13.10569 1.7 -0.2 0.2 0.130
C -22.81368 24.29956 16.21153 -0.6 0.7 0.5 -1.584
H -22.68043 19.74644 16.19539 0.0 0.0 0.0 0.032
N -19.79301 22.00190 14.06411 -0.7 0.4 -0.6 0.145
O -21.02194 18.97942 18.78228 0.1 -0.1 -0.1 0.037
H -21.74281 24.44160 16.20795 0.1 -0.4 -0.4 -0.030
Br -23.60413 25.30784 14.75938 0.1 0.0 0.2 0.613

---

(5)
20
Properties=species:S:1:pos:R:3:forces:R:3:lowdin_charge:R:1 method="wB97M-V/def2-TZVPD" fmax_ev_per_a=2.09 e_above_lowest_kcal_mol=21.72 lumo_ev=-3.182 charge=+1 gap_ev=12.3 homo_energy_ev=-15.48
H -2.32600 -0.93880 -0.28931 0.2 -0.2 0.2 0.088
H 0.54233 1.33735 1.09234 -0.4 -0.2 0.1 0.093
C 0.09542 -1.74241 -1.99147 -1.6 -0.2 0.6 -0.057
H -1.71659 -0.12844 -1.61218 0.2 0.5 0.1 0.077
C -0.17393 -1.24467 -0.56038 -0.7 1.8 0.8 -0.361
C 1.06915 -0.50898 -0.02283 0.0 0.9 0.3 -0.082
C -1.45794 -0.33810 -0.57103 -1.0 -0.9 -1.0 -0.066
H -0.68669 -2.47435 -2.22247 0.7 -0.6 0.1 0.097
H -1.61145 0.56511 0.01869 0.7 0.0 0.2 0.066
H -0.14663 2.25722 3.42172 0.5 -0.2 -0.8 0.093
H -0.46397 -1.97644 0.19104 0.6 -0.7 -0.4 0.133
O -0.28688 2.10511 2.46197 -0.5 0.3 1.2 -0.050
H 1.43987 -0.79916 0.95680 -0.1 -0.6 -0.1 0.133
H -0.20907 -0.99525 -2.72643 0.8 0.5 0.1 0.082
H 1.86119 -0.57292 -0.76395 0.2 -0.1 0.2 0.119
H 1.78675 1.42815 0.02207 0.5 0.4 0.1 0.156
H 1.11865 -2.07274 -2.10980 -0.1 -0.4 -0.3 0.081
H -1.23876 2.27711 2.42921 0.0 -0.1 -0.5 0.073
H 0.29610 1.35721 -0.58431 -0.3 0.2 0.2 0.150
N 0.88225 1.01227 0.17315 0.3 -0.6 -1.0 0.176

---

(6)
81
Properties=species:S:1:pos:R:3:forces:R:3:mulliken_spin:R:1 method="wB97M-V/def2-TZVPD" s_squared=0.759 fmax_ev_per_a=2.78 e_above_lowest_kcal_mol=32.99 lumo_ev=0.564 multiplicity=2 charge=-1 gap_ev=5.6 homo_energy_ev=-4.99
H -18.64312 9.61187 1.48350 -0.2 0.4 -0.4 0.000
C -20.67256 16.24406 11.30694 0.9 0.5 0.5 0.001
H -19.54808 6.04872 14.23440 0.7 1.0 0.6 0.000
H -19.17342 14.71580 11.72485 -1.7 0.1 -0.5 0.001
H -21.57990 9.55995 14.21269 1.3 -0.1 1.2 0.001
H -22.16267 12.17437 13.46432 0.2 -0.5 -0.5 0.004
N -13.71455 10.39886 12.50426 -0.7 -0.6 0.0 0.000
H -18.89546 8.57566 17.44199 -0.5 0.5 0.9 0.000
H -18.42996 9.00295 15.83827 0.4 0.7 -0.1 0.000
C -23.61344 9.68655 10.81054 -1.0 0.1 1.5 -0.062
C -20.34003 6.57996 16.65550 0.5 -1.1 0.8 0.000
H -17.96482 11.86961 9.56114 -0.1 0.0 -0.7 -0.002
C -21.14606 13.86586 11.03037 0.5 1.3 1.4 0.005
C -21.71017 7.08823 14.80924 -0.8 -0.1 -1.9 0.000
H -23.99979 8.95995 10.13764 -0.4 -0.4 -0.6 0.026
H -19.80279 9.71467 14.06724 -0.2 -0.3 0.7 0.000
F -18.68160 5.99260 11.97368 -0.1 -1.1 0.3 0.001
N -18.09420 9.83162 11.56518 -0.7 0.1 -0.2 -0.001
C -22.49318 14.18165 10.87891 -1.9 -0.4 -0.1 -0.003
N -21.61772 7.15217 16.24198 -0.5 0.8 1.4 0.000
H -22.63708 7.58314 14.45409 0.3 -0.1 0.4 0.000
C -19.39155 7.11945 14.57097 0.9 -2.1 -1.3 0.000
H -18.88482 7.22648 1.27478 0.3 -0.2 0.3 0.000
F -17.44755 4.10045 11.57558 -0.2 -0.4 0.2 0.000
N -16.30177 6.68024 4.94572 1.8 1.4 -1.6 0.000
P -18.99046 4.44769 11.40259 0.8 1.1 -0.9 -0.001
C -21.57371 8.58906 16.70170 -0.4 0.2 0.4 0.000
H -20.17926 6.76152 17.74639 -0.5 -0.5 -0.6 0.000
H -21.79209 6.02118 14.43612 0.4 1.0 0.6 0.000
H -21.34999 8.70373 17.81923 -0.7 -0.7 -1.3 0.000
F -20.57886 4.91037 11.11587 0.9 -0.7 0.6 0.000
C -16.43496 8.86081 3.93159 0.4 -1.9 -0.3 0.000
H -21.76617 11.95125 6.42676 -0.2 -0.5 -1.1 0.000
C -22.52117 11.43023 12.73681 0.3 0.2 -1.0 0.071
Cs -20.29804 7.57125 10.65980 -0.1 1.4 -0.3 0.010
H -25.27326 9.49698 12.06812 -0.1 0.1 0.6 0.004
C -20.07293 12.00644 9.26889 0.3 -0.2 -0.6 0.021
N -15.60860 9.27639 4.88009 -0.2 -0.9 -0.1 0.000
H -20.32614 5.50803 16.40631 -0.2 0.2 0.3 0.000
H -18.49638 7.49646 14.05825 -0.2 0.1 0.1 0.000
C -18.51149 11.54418 7.42039 -2.4 0.2 1.0 0.012
P -20.44346 12.20951 11.01853 2.1 0.3 1.7 0.046
N -20.58721 7.78899 14.09788 -0.7 -0.8 1.0 0.000
H -23.90734 15.83602 10.71683 -0.5 -0.4 -0.3 0.000
H -17.01972 10.73511 3.06823 -0.2 -0.2 -0.2 0.000
C -17.15778 9.65649 3.01529 -1.1 -0.4 -1.3 0.000
H -22.13011 12.29748 8.70107 0.4 -0.1 -0.1 -0.018
F -19.31471 4.00152 12.92967 -0.3 0.0 -1.0 0.000
H -19.41725 11.15894 5.47883 -0.4 0.1 0.8 -0.001
C -14.80341 9.97928 12.60375 0.8 1.2 -0.3 0.000
Se -15.16951 7.79699 5.80105 -0.9 0.1 0.4 0.000
C -21.87698 11.22434 11.45320 -0.4 0.9 1.5 -0.008
C -21.97278 16.58745 10.98441 -0.8 0.5 -0.4 -0.001
C -18.01828 9.01971 2.11375 1.1 0.2 1.5 0.000
C -20.88243 11.75657 6.99155 -0.9 0.7 2.2 0.025
C -20.25468 14.92821 11.42938 0.3 -1.2 -1.2 0.003
H -17.52405 5.70375 2.95343 -0.3 -0.2 -0.4 0.000
C -18.74266 11.85515 8.78258 -0.3 -0.8 -0.1 -0.005
C -23.72734 10.81240 13.00364 -0.2 -0.3 -1.7 -0.036
C -17.46690 6.77536 2.85980 -0.6 0.3 0.0 0.000
N -20.46185 9.20042 16.05796 0.8 1.7 0.1 0.000
C -16.65673 7.38351 3.84753 -0.6 0.6 2.4 0.000
H -22.49040 9.21949 16.44855 0.8 -1.3 0.3 0.000
H -22.29462 17.70048 10.93641 0.5 -2.2 0.0 0.000
C -20.58566 9.14586 14.61907 -1.3 1.1 -2.2 0.002
H -19.91202 16.99929 11.51376 -0.4 0.0 0.0 0.000
C -22.45280 10.34453 10.63298 0.6 -0.3 -0.8 0.845
C -19.21227 8.54383 16.41983 1.1 0.5 -1.3 0.000
H -24.22030 11.08781 13.91721 -0.4 -0.3 0.2 0.002
C -22.88211 15.52068 10.78386 0.5 1.2 0.8 0.000
F -18.57720 5.11839 9.88517 -1.0 -1.0 0.9 0.000
C -24.30807 9.98059 11.99797 0.5 -0.1 0.2 0.060
C -21.11253 12.05064 8.38087 0.1 -0.5 -2.1 0.002
H -17.53729 11.43012 7.01712 0.8 -0.2 -0.1 0.001
F -19.33849 2.99663 10.77825 0.3 0.9 0.4 0.000
N -19.17881 7.17113 16.01569 -1.0 -0.5 -0.3 0.000
C -19.64211 11.39914 6.53751 2.0 0.7 0.1 -0.005
H -23.35837 13.39039 10.94081 2.0 1.4 -0.6 0.002
N -16.02406 9.59842 12.82720 0.3 -0.5 1.0 0.000
C -17.07971 9.80037 12.14241 0.0 -0.4 -0.6 -0.001
C -18.18357 7.58166 2.03341 0.4 0.7 -0.2 0.000